C9H18Cl2S4Y | ωB97M-V/def2-TZVPD

Summary:
molecular weight	414.32	g mol⁻¹
E_HOMO	-20.045	eV
gap between HOMO and LUMO	8.8	eV
LUMO energy	-11.201	eV
charge	+3

XYZ file:
```
34
C9H18Cl2S4Y ωB97M-V/def2-TZVPD
Y 0.55 0.88 1.27
C 2.86 -0.85 -1.08
C 1.90 -0.05 -1.95
S 1.60 1.59 -1.19
C 0.21 2.29 -2.15
C -1.13 1.60 -1.92
S -1.62 1.77 -0.17
C -2.91 0.50 0.08
C -2.45 -0.93 -0.11
S -1.06 -1.35 1.01
C -0.08 -2.57 0.05
C 1.32 -2.69 0.61
S 2.33 -1.17 0.64
H 3.82 -0.34 -0.98
H 3.07 -1.82 -1.53
H 0.96 -0.56 -2.10
H 2.37 0.14 -2.92
H 0.50 2.23 -3.20
H 0.18 3.34 -1.88
H -1.09 0.54 -2.20
H -1.90 2.08 -2.53
H -3.73 0.73 -0.61
H -3.28 0.68 1.09
H -2.12 -1.13 -1.13
H -3.27 -1.61 0.12
H -0.08 -2.26 -1.00
H -0.59 -3.53 0.13
H 1.89 -3.43 0.05
H 1.31 -3.03 1.65
Cl 0.82 0.31 4.05
C 0.07 1.85 4.57
Cl -0.54 2.71 3.12
H 0.83 2.47 5.04
H -0.77 1.63 5.21
```